Entry 1:
ORCA calculation (the ωB97M-V functional and the def2-TZVPD basis) on a 14-piece molecular cluster, C4H34NO15 overall.

Last column: Mulliken charge in e.
Geometry (Å):
C  -3.08  1.06  0.12  -1.69
C  -1.56  1.02  -0.01  0.18
C  -1.13  1.75  -1.29  -0.71
C  0.41  1.76  -1.43  0.38
O  0.94  0.73  -1.94  -0.69
O  1.03  2.75  -0.99  -0.96
N  -1.13  -0.38  0.05  0.15
H  -3.42  0.59  1.05  0.35
H  -3.58  0.55  -0.71  0.38
H  -3.48  2.07  0.14  0.44
H  -1.10  1.58  0.82  0.32
H  -1.59  1.37  -2.20  0.38
H  -1.43  2.81  -1.26  0.43
H  -1.71  -0.98  -0.51  0.14
H  -0.17  -0.46  -0.26  0.02
H  1.60  -3.35  -0.41  0.43
H  0.62  -3.61  0.80  0.44
O  1.56  -3.53  0.55  -0.83
H  0.04  -0.54  3.15  0.34
H  0.09  -1.04  4.64  0.32
O  0.23  -0.28  4.07  -0.72
H  2.35  -2.09  1.20  0.45
H  1.79  -0.91  2.06  0.20
O  2.51  -1.16  1.48  -0.64
H  -2.09  -2.20  -2.63  0.43
H  -2.40  -0.73  -2.42  0.33
O  -2.45  -1.41  -3.10  -0.82
H  1.39  3.69  1.73  0.37
H  0.53  3.69  0.47  0.40
O  0.56  4.06  1.39  -0.77
H  -0.15  -3.10  -1.76  0.51
H  -1.13  -4.26  -2.04  0.27
O  -1.10  -3.37  -1.68  -0.78
H  0.54  -0.33  -3.28  0.48
H  -0.63  -1.07  -3.87  0.42
O  0.34  -1.05  -3.92  -0.85
H  2.83  1.46  1.19  0.33
H  2.42  2.46  0.14  0.42
O  2.89  2.41  1.00  -0.76
H  1.11  -2.22  -2.87  0.42
H  2.14  -1.99  -1.71  0.48
O  1.47  -2.67  -2.06  -0.92
H  2.96  -0.73  -0.16  0.39
H  2.47  0.00  -1.41  0.39
O  3.02  -0.76  -1.14  -0.84
H  -2.29  3.82  2.21  0.28
H  -0.79  3.64  2.33  0.40
O  -1.64  3.44  2.80  -0.72
H  -1.36  -2.68  1.32  0.32
H  -1.30  -3.57  0.08  0.44
O  -1.13  -3.57  1.05  -0.81
H  -1.26  0.69  4.28  0.38
H  -1.96  1.98  3.76  0.43
O  -2.13  1.16  4.27  -0.71

## Properties
M in g mol⁻¹: 336.31
Total charge: -1
E_tot in hartree: -1356.3772
Orbital gap in eV: 9.464
Max |F| in eV Å⁻¹: 1.13
HOMO in eV: -7.1

=====

Entry 2:
ORCA calculation (the ωB97M-V functional and the def2-TZVPD basis) on an isolated ion of composition C10H18NO and charge +1.

Last column: Mulliken charge in e.
Geometry (Å):
C  -3.28  0.40  -0.23  -0.31
C  -2.10  0.27  -0.96  -0.87
C  -2.99  0.00  1.01  -0.39
C  -1.09  -0.12  -0.03  -0.05
C  2.53  -0.31  1.16  -1.23
C  -0.04  2.37  0.10  -1.15
C  0.33  -2.52  -0.81  -1.13
C  1.06  -0.29  1.13  -0.43
C  0.73  1.32  -0.67  -0.68
C  0.84  -1.10  -1.19  -0.40
N  0.42  -0.10  -0.14  0.56
O  -1.67  -0.20  1.23  -0.37
H  -4.26  0.83  -0.54  0.39
H  -2.00  0.39  -1.95  0.65
H  -3.64  0.20  1.85  0.44
H  2.81  0.00  2.24  0.37
H  3.02  -1.26  0.83  0.35
H  2.95  0.55  0.57  0.26
H  -0.10  3.16  -0.59  0.45
H  -1.04  1.97  0.31  0.32
H  0.44  2.64  0.97  0.39
H  0.80  -2.78  0.12  0.35
H  -0.70  -2.71  -0.68  0.33
H  0.86  -3.14  -1.55  0.41
H  0.87  0.67  1.75  0.38
H  0.58  -1.14  1.70  0.41
H  1.76  1.45  -0.74  0.63
H  0.42  1.37  -1.73  0.46
H  0.51  -0.70  -2.11  0.47
H  2.00  -1.22  -1.05  0.37

## Properties
M in g mol⁻¹: 168.26
Total charge: +1
SMILES: CC[N+](CC)(CC)c1ccco1
E_tot in hartree: -521.4890
Orbital gap in eV: 10.177
Max |F| in eV Å⁻¹: 4.74
HOMO in eV: -12.8

=====

Entry 3:
ORCA calculation (the ωB97M-V functional and the def2-TZVPD basis) on a 5-piece molecular cluster, C64H144FP4 overall.

Last column: Mulliken charge in e.
Geometry (Å):
F  -0.43  -0.12  -1.59  -0.07
C  -0.78  1.12  1.61  0.33
C  0.12  1.78  2.67  -2.18
C  0.97  0.83  3.54  2.31
C  1.37  1.57  4.84  -1.54
P  2.28  0.58  5.99  1.02
C  2.61  1.48  7.56  -1.15
C  2.93  0.68  8.87  -0.55
C  4.31  1.03  9.40  -0.23
C  4.72  0.49  10.76  -1.46
C  1.21  -0.81  6.43  -0.33
C  -0.11  -0.56  7.20  -0.80
C  -1.03  -1.75  7.39  -1.13
C  -1.74  -2.28  6.12  -0.54
C  3.81  -0.15  5.26  -0.85
C  5.13  -0.03  6.05  -1.25
C  6.24  -0.78  5.34  -0.11
C  7.52  -0.93  6.15  -1.49
H  -1.78  0.99  2.01  -0.01
H  -0.46  0.10  1.33  -0.44
H  -0.68  1.50  0.59  -0.60
H  -0.59  2.20  3.39  0.64
H  0.64  2.66  2.29  0.54
H  1.84  0.46  3.00  -0.10
H  0.27  0.01  3.70  -0.43
H  0.54  1.96  5.43  0.62
H  2.07  2.34  4.49  0.59
H  1.58  1.80  7.78  0.57
H  3.16  2.40  7.38  0.66
H  2.77  -0.39  8.74  0.42
H  2.24  1.00  9.66  0.44
H  4.55  2.10  9.37  0.39
H  5.02  0.68  8.64  -0.06
H  4.33  -0.53  10.86  0.34
H  4.38  1.11  11.59  0.34
H  5.80  0.37  10.86  0.41
H  1.82  -1.66  6.77  0.93
H  0.83  -1.23  5.49  -0.33
H  -0.60  0.25  6.65  0.38
H  0.06  -0.01  8.14  0.42
H  -1.72  -1.53  8.21  0.45
H  -0.49  -2.55  7.90  0.38
H  -1.63  -1.68  5.23  -0.23
H  -2.81  -2.33  6.37  0.49
H  -1.44  -3.32  6.02  0.27
H  3.96  0.31  4.28  0.45
H  3.56  -1.20  5.08  0.50
H  4.90  -0.47  7.02  0.37
H  5.27  1.02  6.30  0.54
H  6.45  -0.19  4.43  0.28
H  5.88  -1.79  5.18  0.26
H  7.79  0.00  6.67  0.33
H  8.42  -1.08  5.55  0.39
H  7.35  -1.68  6.91  0.37
C  -4.65  1.62  3.36  -1.71
C  -4.44  0.99  1.99  -0.67
C  -3.67  -0.34  1.98  -0.87
C  -3.22  -0.75  0.58  -0.41
P  -2.61  -2.45  0.38  1.08
C  -1.21  -2.67  1.54  -1.61
C  -0.05  -1.68  1.41  1.40
C  1.01  -1.90  2.51  1.30
C  1.86  -3.12  2.16  -2.32
C  -1.99  -2.58  -1.30  0.44
C  -1.79  -3.98  -1.90  -1.53
C  -1.42  -3.86  -3.37  1.03
C  -1.40  -5.30  -4.00  -1.42
C  -3.91  -3.60  0.82  -1.42
C  -3.43  -5.01  1.21  -0.27
C  -4.63  -5.80  1.70  -0.53
C  -4.38  -7.32  1.76  -1.39
H  -3.79  1.88  3.99  0.23
H  -5.21  0.92  3.98  0.36
H  -5.22  2.53  3.22  0.43
H  -3.88  1.63  1.31  0.44
H  -5.45  0.72  1.68  0.61
H  -4.29  -1.09  2.48  0.98
H  -2.77  -0.23  2.60  -0.12
H  -2.53  -0.02  0.15  0.07
H  -4.10  -0.63  -0.07  1.18
H  -0.91  -3.72  1.62  1.13
H  -1.67  -2.57  2.54  0.21
H  -0.51  -0.70  1.63  -0.57
H  0.41  -1.59  0.43  0.24
H  0.52  -2.17  3.45  0.07
H  1.60  -1.00  2.67  -1.11
H  2.00  -3.25  1.09  0.45
H  1.31  -4.02  2.44  0.45
H  2.84  -3.21  2.64  0.47
H  -1.09  -1.95  -1.25  -0.60
H  -2.77  -2.07  -1.88  0.18
H  -2.75  -4.49  -1.81  0.49
H  -0.98  -4.50  -1.39  0.43
H  -0.37  -3.62  -3.53  -0.16
H  -2.11  -3.24  -3.93  -0.09
H  -1.61  -6.12  -3.32  0.37
H  -0.45  -5.46  -4.51  0.35
H  -2.18  -5.37  -4.76  0.35
H  -4.52  -3.68  -0.08  0.73
H  -4.59  -3.14  1.54  0.72
H  -2.63  -4.93  1.95  0.34
H  -3.01  -5.51  0.33  0.17
H  -5.44  -5.62  0.99  0.38
H  -5.03  -5.48  2.67  0.38
H  -5.24  -7.88  2.13  0.40
H  -3.51  -7.59  2.35  0.33
H  -4.08  -7.67  0.77  0.34
C  -6.18  2.39  -0.16  -1.59
C  -5.51  1.27  -0.96  1.53
C  -4.79  1.77  -2.24  -1.26
C  -3.95  0.68  -2.85  0.84
P  -2.68  0.97  -4.16  0.48
C  -1.61  2.35  -3.62  0.06
C  -2.29  3.75  -3.66  -1.36
C  -2.16  4.64  -4.90  -0.26
C  -2.81  6.02  -4.63  -1.50
C  -1.84  -0.57  -4.56  -0.14
C  -0.65  -0.56  -5.53  -0.07
C  -0.96  -0.55  -7.03  -0.59
C  0.26  -0.72  -7.92  -1.38
C  -3.62  1.63  -5.61  -0.91
C  -4.26  0.61  -6.54  -0.68
C  -5.66  0.18  -6.10  0.01
C  -6.29  -0.85  -7.04  -1.51
H  -5.55  2.89  0.58  0.34
H  -7.10  2.12  0.35  0.45
H  -6.48  3.15  -0.88  0.41
H  -6.34  0.67  -1.35  0.38
H  -4.81  0.73  -0.32  -1.52
H  -4.34  2.73  -1.97  0.45
H  -5.55  2.15  -2.93  0.46
H  -4.66  -0.09  -3.17  0.84
H  -3.31  0.15  -2.12  -1.60
H  -0.82  2.18  -4.36  0.86
H  -1.09  2.11  -2.69  -0.71
H  -1.92  4.34  -2.82  0.83
H  -3.36  3.62  -3.48  0.39
H  -2.66  4.27  -5.79  0.29
H  -1.09  4.83  -5.05  0.37
H  -3.85  5.79  -4.36  0.34
H  -2.86  6.67  -5.50  0.39
H  -2.40  6.58  -3.79  0.33
H  -2.67  -1.17  -4.96  0.94
H  -1.64  -1.10  -3.63  -0.56
H  -0.04  -1.44  -5.36  0.51
H  -0.16  0.41  -5.36  -0.23
H  -1.46  0.38  -7.32  0.12
H  -1.65  -1.37  -7.25  0.33
H  0.04  -0.65  -8.99  0.47
H  0.73  -1.71  -7.85  0.37
H  1.02  0.05  -7.77  0.24
H  -2.87  2.24  -6.12  0.56
H  -4.35  2.31  -5.17  0.68
H  -3.74  -0.35  -6.58  -0.20
H  -4.27  0.95  -7.58  0.63
H  -6.36  1.03  -6.08  0.43
H  -5.64  -0.20  -5.08  -0.04
H  -5.83  -1.84  -6.88  0.31
H  -6.32  -0.55  -8.08  0.36
H  -7.31  -1.18  -6.78  0.43
C  4.35  -1.28  2.00  -0.77
C  4.46  -1.77  0.56  -0.82
C  4.32  -0.62  -0.43  -0.91
C  2.87  -0.10  -0.65  0.34
P  2.76  0.97  -2.16  -0.29
C  1.68  2.35  -1.78  0.17
C  1.96  3.23  -0.57  0.17
C  1.08  4.48  -0.43  -0.47
C  0.93  5.31  -1.68  -1.12
C  4.40  1.71  -2.49  -1.34
C  4.44  2.60  -3.72  -0.32
C  5.54  3.71  -3.57  -0.81
C  4.85  5.03  -3.17  -1.09
C  2.29  -0.02  -3.62  -0.34
C  3.32  -1.10  -3.98  -0.71
C  3.36  -1.45  -5.46  -0.53
C  3.80  -0.27  -6.33  -1.27
H  3.38  -0.77  1.98  -0.32
H  5.11  -0.58  2.36  0.61
H  4.31  -2.15  2.65  0.36
H  3.62  -2.44  0.37  0.09
H  5.38  -2.32  0.35  0.45
H  4.75  -0.92  -1.39  0.39
H  4.92  0.24  -0.15  0.33
H  2.37  0.41  0.17  -0.33
H  2.28  -0.95  -1.01  0.23
H  0.72  1.80  -1.70  -0.67
H  1.58  2.97  -2.68  1.01
H  3.02  3.53  -0.51  0.59
H  1.86  2.55  0.28  -0.75
H  1.52  5.10  0.35  0.49
H  0.14  4.09  -0.02  0.11
H  1.91  5.57  -2.10  0.15
H  0.48  6.28  -1.44  0.50
H  0.39  4.86  -2.51  0.06
H  5.15  0.92  -2.55  0.89
H  4.74  2.20  -1.57  0.74
H  3.48  3.04  -4.01  0.47
H  4.63  2.02  -4.63  -0.08
H  5.94  3.82  -4.57  0.45
H  6.29  3.41  -2.84  0.35
H  5.50  5.89  -3.34  0.47
H  4.49  4.93  -2.14  0.16
H  4.00  5.28  -3.81  0.31
H  2.11  0.75  -4.37  0.80
H  1.34  -0.49  -3.36  0.28
H  3.00  -2.00  -3.45  0.23
H  4.32  -0.82  -3.63  0.38
H  2.36  -1.77  -5.76  0.19
H  4.03  -2.29  -5.61  0.49
H  3.13  0.59  -6.34  0.23
H  3.93  -0.51  -7.38  0.45
H  4.74  0.11  -5.92  0.36

## Properties
M in g mol⁻¹: 1056.75
Total charge: +3
E_tot in hartree: -3989.2649
Orbital gap in eV: 10.391
Max |F| in eV Å⁻¹: 5.39
HOMO in eV: -15.6

=====

Entry 4:
ORCA calculation (the ωB97M-V functional and the def2-TZVPD basis) on C19H16F5N4NaO3S as an isolated structure.

Last column: Mulliken charge in e.
Geometry (Å):
Na  -0.32  -0.62  0.33  1.15
C  1.07  1.97  3.74  -1.51
C  0.18  1.43  2.63  1.02
O  0.58  0.35  2.09  -0.93
C  -0.97  2.15  2.35  -0.94
C  -2.03  1.81  1.41  0.98
C  -3.08  2.86  1.14  -1.18
N  -2.07  0.65  0.84  -0.43
N  -3.12  0.45  -0.07  -0.49
C  -2.91  -0.64  -0.77  0.26
O  -1.93  -1.42  -0.79  -1.06
C  -4.07  -0.98  -1.70  0.36
C  -5.19  -0.16  -1.82  -0.20
C  -6.23  -0.51  -2.68  -0.57
C  -6.17  -1.68  -3.42  -0.30
C  -5.05  -2.50  -3.30  -0.55
C  -4.01  -2.15  -2.45  -0.46
H  2.05  1.50  3.67  0.35
H  0.66  1.72  4.72  0.36
H  1.19  3.06  3.71  0.31
H  -1.11  3.07  2.90  0.04
H  -2.93  3.72  1.78  0.34
H  -4.08  2.45  1.27  0.29
H  -3.03  3.18  0.09  0.25
H  -5.22  0.74  -1.23  0.41
H  -7.10  0.14  -2.76  0.34
H  -6.98  -1.95  -4.09  0.34
H  -4.99  -3.42  -3.87  0.35
H  -3.13  -2.77  -2.33  0.43
F  7.25  -1.51  -1.13  -0.35
C  6.07  -2.03  -0.73  0.54
C  4.87  -1.51  -1.17  -0.02
F  4.88  -0.47  -2.01  -0.35
C  3.67  -2.06  -0.74  0.52
F  2.57  -1.46  -1.21  -0.36
C  3.58  -3.14  0.14  -0.39
S  2.05  -3.78  0.69  -0.51
C  4.82  -3.63  0.56  0.48
F  4.90  -4.66  1.41  -0.36
C  6.04  -3.11  0.14  0.12
F  7.19  -3.63  0.60  -0.33
N  3.13  3.36  -0.22  -0.64
C  2.52  2.10  -0.15  0.66
N  3.00  1.28  0.83  -0.28
O  1.70  1.75  -0.98  -0.60
H  3.29  3.79  0.68  0.23
H  2.58  3.96  -0.82  0.28
H  3.56  1.70  1.55  0.23
H  2.32  0.60  1.17  0.17

## Properties
M in g mol⁻¹: 498.41
Total charge: -2
E_tot in hartree: -2238.3109
Orbital gap in eV: 5.144
Max |F| in eV Å⁻¹: 1.00
HOMO in eV: -1.1

=====

Which of these has the highest M?
C64H144FP4

=====

What did the first record say?
ORCA calculation (the ωB97M-V functional and the def2-TZVPD basis) on a 14-piece molecular cluster, C4H34NO15 overall.

Last column: Mulliken charge in e.
Geometry (Å):
C  -3.08  1.06  0.12  -1.69
C  -1.56  1.02  -0.01  0.18
C  -1.13  1.75  -1.29  -0.71
C  0.41  1.76  -1.43  0.38
O  0.94  0.73  -1.94  -0.69
O  1.03  2.75  -0.99  -0.96
N  -1.13  -0.38  0.05  0.15
H  -3.42  0.59  1.05  0.35
H  -3.58  0.55  -0.71  0.38
H  -3.48  2.07  0.14  0.44
H  -1.10  1.58  0.82  0.32
H  -1.59  1.37  -2.20  0.38
H  -1.43  2.81  -1.26  0.43
H  -1.71  -0.98  -0.51  0.14
H  -0.17  -0.46  -0.26  0.02
H  1.60  -3.35  -0.41  0.43
H  0.62  -3.61  0.80  0.44
O  1.56  -3.53  0.55  -0.83
H  0.04  -0.54  3.15  0.34
H  0.09  -1.04  4.64  0.32
O  0.23  -0.28  4.07  -0.72
H  2.35  -2.09  1.20  0.45
H  1.79  -0.91  2.06  0.20
O  2.51  -1.16  1.48  -0.64
H  -2.09  -2.20  -2.63  0.43
H  -2.40  -0.73  -2.42  0.33
O  -2.45  -1.41  -3.10  -0.82
H  1.39  3.69  1.73  0.37
H  0.53  3.69  0.47  0.40
O  0.56  4.06  1.39  -0.77
H  -0.15  -3.10  -1.76  0.51
H  -1.13  -4.26  -2.04  0.27
O  -1.10  -3.37  -1.68  -0.78
H  0.54  -0.33  -3.28  0.48
H  -0.63  -1.07  -3.87  0.42
O  0.34  -1.05  -3.92  -0.85
H  2.83  1.46  1.19  0.33
H  2.42  2.46  0.14  0.42
O  2.89  2.41  1.00  -0.76
H  1.11  -2.22  -2.87  0.42
H  2.14  -1.99  -1.71  0.48
O  1.47  -2.67  -2.06  -0.92
H  2.96  -0.73  -0.16  0.39
H  2.47  0.00  -1.41  0.39
O  3.02  -0.76  -1.14  -0.84
H  -2.29  3.82  2.21  0.28
H  -0.79  3.64  2.33  0.40
O  -1.64  3.44  2.80  -0.72
H  -1.36  -2.68  1.32  0.32
H  -1.30  -3.57  0.08  0.44
O  -1.13  -3.57  1.05  -0.81
H  -1.26  0.69  4.28  0.38
H  -1.96  1.98  3.76  0.43
O  -2.13  1.16  4.27  -0.71

## Properties
M in g mol⁻¹: 336.31
Total charge: -1
E_tot in hartree: -1356.3772
Orbital gap in eV: 9.464
Max |F| in eV Å⁻¹: 1.13
HOMO in eV: -7.1

=====

Number 4 is which compound?
C19H16F5N4NaO3S

=====

Which value of orbital gap does entry 3 give?
10.391 eV